This record from the OMol25 dataset describes 2 unconnected molecules or ions with the total composition C6H14Si at a distorted geometry. The level of theory is the ωB97M-V functional and the def2-TZVPD basis.

The geometry in XYZ format:
```
21
Properties=species:S:1:pos:R:3:forces:R:3
H -2.4736 -0.9305 -0.0801 -0.079 -0.769 -0.941
H -1.8014 1.2253 -3.0157 1.004 0.319 -0.724
H 4.3550 -0.9903 -0.1051 -0.518 0.481 0.270
Si -2.2663 1.5523 -0.5200 -0.273 -0.470 -0.817
H 2.5472 1.2535 0.4283 -1.433 1.546 0.375
H 1.8092 0.2121 2.3806 0.220 -1.157 0.668
H -2.9367 0.0741 -2.4892 -0.476 -3.108 -0.065
H -4.1278 -0.0229 0.0065 1.611 -0.462 -0.036
H 0.7801 -1.4069 0.0746 -1.064 0.902 0.182
H 0.1096 -1.4736 1.6651 -1.750 -1.743 1.457
C -2.6254 1.0374 -2.3805 -0.136 2.287 1.522
H 2.5964 -1.4456 1.7692 -1.252 0.444 0.716
C 0.5275 -0.8244 0.9917 4.086 -2.530 -0.561
C 2.7405 0.2380 0.6078 1.135 0.123 -0.472
H 4.3948 0.6729 -0.6510 0.434 1.753 -1.049
C -2.9943 -0.0455 0.2153 -1.298 0.689 3.342
C 1.9182 -0.5689 1.6091 1.537 1.760 -1.977
H -3.4748 1.5608 -2.8096 -0.129 0.773 0.064
H -0.0067 0.0439 0.9847 -1.466 2.281 -0.833
H -2.9183 -0.1638 1.4048 -0.210 0.723 -2.346
C 3.8468 0.0023 -0.0864 0.057 -3.840 1.224
```
Positions in Å, forces in eV/Å.

HOMO-LUMO gap: 7.93 eV
total charge: 0
electronic energy: -14322.7402 eV
E_HOMO: -0.3023 Ha



This record from the OMol25 dataset describes a molecular structure, C17H50N11O5PTl at a distorted geometry. The level of theory is the ωB97M-V functional and the def2-TZVPD basis.

The geometry in XYZ format:
```
85
Properties=species:S:1:pos:R:3:forces:R:3
H -0.0602 -2.4510 -4.6558 0.024 0.001 -0.019
H 3.9669 -0.2382 0.3657 -0.121 -0.064 -0.061
C 1.3065 2.2438 1.8955 -0.277 0.954 0.027
C 1.7449 1.1306 4.0502 0.116 0.691 0.696
H 0.3087 -0.0136 -4.1868 -0.081 0.076 0.025
H -1.0869 1.3113 0.5281 -0.297 0.157 -0.163
C 2.9360 -0.0735 0.6912 1.046 0.493 -0.060
H -1.9661 1.5022 1.9034 -0.033 -0.100 -0.058
H -1.4453 -3.7754 -2.6368 0.020 0.046 0.045
N 0.4542 2.3755 -2.2205 -0.348 -0.474 0.192
H -0.5182 2.2294 -2.4817 -0.046 -0.121 0.104
H -1.4219 0.1439 -3.7636 0.075 0.018 0.079
C 0.2171 4.3540 -3.5598 -0.192 -0.172 0.115
H 1.6098 2.1604 0.8521 0.023 0.034 0.104
H -2.2045 -2.8051 2.8288 -0.023 -0.140 -0.005
O 2.5101 -1.6928 3.5416 -0.040 -0.502 0.117
P -1.2425 -1.1427 -1.2115 -0.205 -0.530 0.033
N 2.1631 -1.3239 0.7235 3.235 -1.024 -1.847
N 0.9796 1.4661 -1.4046 0.126 0.425 -0.813
N 2.1233 -2.8639 3.6658 -0.269 -1.343 0.566
C -3.5769 -4.0833 -2.4681 0.135 0.087 0.046
C 2.3074 2.9461 -3.6939 -0.278 -0.156 0.044
H -0.5518 4.7666 -2.9055 -0.020 0.028 0.006
O -0.1905 -0.8991 -2.4347 0.051 -0.078 0.168
H -0.2619 1.9527 4.3313 0.075 -0.103 0.155
H 1.8167 3.1222 2.3142 0.098 -0.081 -0.080
H -2.0247 -4.0348 -0.9777 0.110 0.029 -0.010
C -2.2573 -3.5663 -1.9386 -0.109 -0.294 0.029
C 1.8286 4.3013 -1.6218 -0.255 -0.116 0.029
C -0.5667 -0.5362 -3.7953 0.006 0.008 -0.445
H 2.2677 0.2527 4.4290 0.051 0.213 0.012
N -0.2547 -0.1237 4.2907 -0.511 -0.727 -0.105
C 0.3607 1.1310 4.6682 0.303 0.000 0.220
N -1.0278 1.4153 1.5321 0.301 0.217 0.022
H 2.8459 3.7764 -4.1446 0.007 0.037 0.024
N 0.9114 -3.0854 3.1312 -0.356 0.930 -0.539
H 0.6068 0.5182 -1.5557 -0.189 -0.039 -0.158
H -1.7990 -2.2171 -4.3741 -0.023 0.002 -0.028
H -3.4941 -5.1543 -2.6446 -0.023 -0.036 -0.032
C 3.0066 0.5374 2.0876 1.228 0.573 -0.224
O -2.0740 0.2437 -1.3269 0.231 0.203 -0.035
H -1.2549 -0.1211 4.4545 0.027 -0.081 0.052
H 2.2849 2.0233 4.3928 0.094 -0.058 -0.220
H 1.0495 4.6897 -0.9658 0.013 0.049 0.044
H 2.3805 5.1436 -2.0313 0.032 0.004 -0.031
Tl 0.5149 -0.7239 1.8100 -5.425 -0.310 2.365
H 1.9946 1.4998 -1.4083 -0.079 0.260 -0.165
H 0.1478 -0.8977 4.8100 -0.112 0.048 0.131
C -3.5141 0.3776 -1.1970 -0.342 0.205 -0.011
H -1.4604 -5.1739 2.6842 -0.015 0.026 0.091
H -2.0635 -3.3894 1.2956 0.082 0.005 -0.021
H 1.8714 2.3464 -4.4922 0.041 -0.005 -0.068
C 1.2043 3.5004 -2.7739 0.743 0.698 -0.159
H 2.6413 -1.9918 1.3218 0.195 -0.139 -0.141
H 3.0299 2.3367 -3.1488 0.073 0.005 0.016
O 2.7704 -3.7302 4.2194 0.109 0.356 -0.074
H -3.6926 1.9439 -2.6683 -0.004 0.025 -0.040
H -0.9932 -1.3763 -5.6989 -0.017 -0.029 -0.030
H 1.7034 -5.3359 4.1556 -0.050 0.005 0.000
N 1.7327 1.0423 2.5907 0.254 -0.109 -0.011
N -1.5488 -3.1607 2.1377 -0.064 0.033 0.054
H 2.4693 0.6092 -0.0220 0.179 -0.366 0.379
C 0.2934 -4.2746 3.1871 0.308 -0.222 0.207
H 2.0822 -1.7319 -0.2013 -0.176 -0.111 -0.078
C -3.9117 1.7758 -1.6146 0.110 -0.226 0.050
H -3.9994 -0.3677 -1.8238 0.066 -0.016 0.042
N 0.7762 -5.3655 3.7536 -0.021 -0.148 -0.035
H -0.2629 3.7697 -4.3464 0.004 0.022 -0.073
O -2.3699 -2.1391 -1.7506 -0.073 0.385 -0.140
H 2.5243 3.7020 -1.0328 0.088 -0.004 0.007
H 3.7601 1.3344 2.0877 -0.011 -0.033 -0.081
H -3.7878 0.1925 -0.1557 0.026 -0.054 -0.003
H 0.7345 5.1868 -4.0296 0.060 -0.020 0.003
H -4.3849 -3.9127 -1.7587 0.006 0.020 0.032
H 0.4755 1.2481 5.7494 -0.006 -0.029 -0.021
H 0.2591 -6.2305 3.7802 -0.034 0.016 -0.005
C -0.8748 -1.7284 -4.6748 0.045 -0.001 0.199
N -0.9255 -4.3195 2.6122 0.053 -0.115 0.079
H -3.4048 2.5313 -1.0138 -0.008 0.039 0.034
H -0.4974 2.8986 2.9043 -0.064 0.108 -0.226
C -0.1993 2.5619 1.9165 0.159 0.027 -0.185
H -4.9849 1.8875 -1.4712 -0.033 0.082 -0.024
H -0.3404 3.4112 1.2402 0.004 0.033 0.066
H -3.8342 -3.5967 -3.4072 0.009 -0.016 -0.043
H 3.3585 -0.2461 2.7561 0.190 0.520 -0.143
```
Positions in Å, forces in eV/Å.

HOMO-LUMO gap (alpha / beta): 5.03 / 8.20 eV
total charge: +3
electronic energy: -59022.4519 eV
E_HOMO (alpha / beta): -0.5478 / -0.6263 Ha



Relative energy (zero: lowest compared OMol25 entry of this formula, charge and spin), respectively: 369.6 113.9 kJ/mol.